This record from the Open Molecules 2025 dataset describes a 5-piece molecular cluster, C39H73BrN2O13P2 overall. The level of theory is ωB97M-V with the def2-TZVPD basis set.

Last column: Löwdin charge in e.
Positions of all 130 atoms, in Å:
C (-2.297, -2.272, 2.201)  -0.094
C (-2.976, -2.309, 0.815)  -0.236
C (-2.938, -0.975, 0.033)  -0.211
C (-2.236, -1.114, -1.322)  -0.219
C (-0.712, -1.201, -1.161)  -0.197
C (0.050, -1.152, -2.498)  -0.191
C (1.278, -0.234, -2.454)  -0.167
C (2.391, -0.609, -3.456)  -0.118
C (3.499, -1.461, -2.874)  -0.066
C (3.514, -2.864, -2.978)  -0.106
C (2.467, -3.683, -3.712)  -0.123
P (1.435, -4.809, -2.697)  0.451
O (1.681, -6.236, -2.908)  -0.274
O (1.636, -4.287, -1.193)  -0.125
O (-0.112, -4.444, -2.992)  -0.141
C (4.593, -3.520, -2.398)  -0.040
C (5.605, -2.859, -1.732)  -0.019
C (5.603, -1.480, -1.602)  -0.108
N (6.632, -0.758, -0.926)  -0.064
C (6.980, -1.233, 0.426)  -0.025
C (7.762, -0.506, -1.770)  -0.471
C (8.475, 0.781, -1.450)  0.016
O (8.082, -1.228, -2.674)  0.133
C (4.545, -0.786, -2.195)  -0.030
C (4.574, 0.722, -2.134)  -0.091
O (3.484, 1.335, -1.428)  -0.025
C (3.663, 1.469, -0.085)  -0.514
C (3.122, 2.768, 0.438)  0.036
O (4.197, 0.628, 0.581)  0.135
C (6.607, -3.868, -1.277)  -0.409
O (7.747, -3.722, -0.954)  0.140
N (5.978, -5.174, -1.405)  -0.161
P (5.578, -5.831, 0.157)  0.593
O (4.546, -4.640, 0.616)  -0.356
Br (4.106, -7.408, -0.428)  0.358
C (4.931, -4.970, -2.398)  -0.421
O (4.543, -5.823, -3.134)  0.109
H (-1.804, -1.318, 2.393)  0.065
H (-1.550, -3.063, 2.284)  0.062
H (-3.033, -2.429, 2.991)  0.049
H (-4.023, -2.580, 0.963)  0.088
H (-2.521, -3.102, 0.218)  0.093
H (-2.369, -0.241, 0.612)  0.097
H (-3.950, -0.593, -0.106)  0.099
H (-2.575, -2.028, -1.819)  0.113
H (-2.449, -0.253, -1.963)  0.109
H (-0.452, -2.133, -0.649)  0.105
H (-0.393, -0.373, -0.520)  0.112
H (-0.627, -0.784, -3.275)  0.116
H (0.366, -2.160, -2.746)  0.056
H (0.932, 0.770, -2.714)  0.119
H (1.664, -0.184, -1.437)  0.105
H (1.950, -1.088, -4.331)  0.111
H (2.846, 0.313, -3.822)  0.105
H (2.941, -4.353, -4.429)  0.110
H (1.766, -3.011, -4.204)  0.071
H (0.876, -4.544, -0.652)  0.089
H (-0.245, -3.890, -3.767)  0.072
H (6.317, -2.048, 0.715)  0.092
H (6.855, -0.433, 1.157)  0.084
H (7.996, -1.627, 0.460)  0.093
H (9.419, 0.839, -1.983)  0.086
H (8.620, 0.865, -0.370)  0.085
H (7.839, 1.624, -1.734)  0.082
H (4.544, 1.128, -3.146)  0.136
H (5.507, 1.048, -1.682)  0.115
H (2.408, 3.194, -0.263)  0.075
H (2.631, 2.594, 1.393)  0.093
H (3.951, 3.462, 0.579)  0.099
H (3.764, -4.963, 1.080)  0.039
C (-6.634, -1.754, 5.623)  -0.072
C (-5.671, -1.247, 4.563)  -0.278
O (-5.663, -2.017, 3.374)  -0.177
C (-6.891, -2.088, 2.672)  -0.280
C (-7.408, -0.741, 2.196)  -0.076
H (-6.454, -2.809, 5.834)  0.080
H (-6.510, -1.189, 6.546)  0.071
H (-7.674, -1.653, 5.311)  0.071
H (-4.649, -1.299, 4.941)  0.116
H (-5.870, -0.193, 4.338)  0.109
H (-7.650, -2.600, 3.275)  0.109
H (-6.687, -2.728, 1.813)  0.115
H (-7.691, -0.094, 3.028)  0.067
H (-8.291, -0.881, 1.571)  0.077
H (-6.644, -0.225, 1.613)  0.076
C (-6.689, -5.012, 10.178)  -0.079
C (-6.690, -4.057, 8.996)  -0.291
O (-7.888, -3.318, 8.853)  -0.167
C (-8.229, -2.473, 9.936)  -0.281
C (-7.201, -1.392, 10.225)  -0.078
H (-7.558, -5.670, 10.136)  0.083
H (-5.786, -5.623, 10.163)  0.077
H (-6.714, -4.484, 11.132)  0.066
H (-6.588, -4.624, 8.071)  0.115
H (-5.826, -3.383, 9.048)  0.108
H (-8.427, -3.064, 10.838)  0.107
H (-9.174, -2.013, 9.647)  0.118
H (-6.259, -1.808, 10.586)  0.067
H (-7.578, -0.715, 10.992)  0.077
H (-6.990, -0.816, 9.323)  0.073
C (1.028, 8.477, -0.057)  -0.080
C (2.142, 7.459, 0.114)  -0.283
O (1.809, 6.159, -0.336)  -0.172
C (1.488, 6.039, -1.711)  -0.282
C (2.616, 6.432, -2.649)  -0.070
H (0.110, 8.119, 0.410)  0.082
H (1.312, 9.421, 0.410)  0.077
H (0.815, 8.679, -1.107)  0.066
H (2.372, 7.341, 1.173)  0.118
H (3.060, 7.812, -0.372)  0.108
H (0.580, 6.606, -1.946)  0.106
H (1.246, 4.985, -1.854)  0.112
H (2.844, 7.498, -2.591)  0.069
H (2.335, 6.207, -3.679)  0.070
H (3.526, 5.882, -2.405)  0.080
C (0.871, 5.324, -8.418)  -0.079
C (0.726, 4.435, -7.195)  -0.283
O (0.483, 5.143, -5.992)  -0.172
C (-0.703, 5.917, -5.958)  -0.283
C (-1.976, 5.107, -6.136)  -0.079
H (1.630, 6.088, -8.246)  0.082
H (1.166, 4.726, -9.280)  0.077
H (-0.063, 5.829, -8.671)  0.066
H (1.658, 3.896, -7.022)  0.117
H (-0.050, 3.679, -7.361)  0.107
H (-0.657, 6.725, -6.697)  0.109
H (-0.703, 6.388, -4.975)  0.113
H (-2.051, 4.675, -7.135)  0.066
H (-2.847, 5.747, -5.987)  0.077
H (-2.014, 4.292, -5.413)  0.082

Properties
Kohn-Sham gap: 9.0 eV
SMILES string: CCCCCCCCc1c(CP(=O)(O)O)c2c(c(N(C)C(C)=O)c1COC(C)=O)C(=O)N(P(O)Br)C2=O.CCOCC.CCOCC.CCOCC.CCOCC
lowest unoccupied orbital energy: -0.1 eV
E: -5874.287034 Ha

This record from the Open Molecules 2025 dataset describes C39H74N2O10 as an isolated structure in a non-equilibrium geometry. The level of theory is ωB97M-V with the def2-TZVPD basis set.

Last column: Löwdin charge in e.
Positions of all 125 atoms, in Å:
C (-2.472, -3.738, 0.696)  -0.092
O (-1.624, -2.629, 0.967)  -0.200
C (-0.404, -2.629, 0.246)  -0.231
C (-0.272, -1.434, -0.676)  -0.164
C (-1.450, -1.203, -1.626)  -0.168
C (-2.157, 0.122, -1.349)  -0.199
C (-3.285, 0.096, -0.309)  -0.171
C (-3.017, 0.962, 0.939)  -0.181
C (-1.632, 0.791, 1.549)  -0.195
C (-1.205, 1.880, 2.532)  -0.181
C (-1.136, 3.265, 1.901)  -0.171
C (0.284, 3.585, 1.397)  -0.105
C (0.313, 4.627, 0.277)  -0.236
C (-0.570, 5.882, 0.485)  -0.094
O (-1.656, 5.980, -0.409)  -0.054
C (-2.902, 5.746, 0.148)  -0.272
O (-3.818, 6.590, -0.498)  -0.083
C (-5.140, 6.315, -0.068)  -0.186
C (-5.981, 5.673, -1.161)  -0.196
O (-6.821, 4.663, -0.583)  -0.068
C (1.735, 5.247, 0.263)  -0.429
O (2.493, 5.444, 1.194)  0.096
O (2.043, 5.614, -1.009)  0.041
C (1.032, 5.160, -1.912)  -0.077
C (0.379, 4.030, -1.140)  -0.195
C (-0.839, 3.319, -1.753)  -0.032
C (-1.417, 4.017, -2.960)  -0.426
O (-0.843, 4.056, -4.037)  0.104
O (-2.638, 4.641, -2.785)  0.080
H (-2.214, -4.546, 1.370)  0.069
H (-3.489, -3.407, 0.866)  0.082
H (-2.405, -4.045, -0.343)  0.083
H (-0.290, -3.559, -0.309)  0.107
H (0.405, -2.616, 0.974)  0.120
H (0.601, -1.661, -1.283)  0.110
H (-0.064, -0.559, -0.077)  0.078
H (-1.117, -1.218, -2.658)  0.103
H (-2.144, -2.033, -1.539)  0.101
H (-2.613, 0.424, -2.289)  0.104
H (-1.425, 0.881, -1.110)  0.069
H (-3.553, -0.904, 0.003)  0.095
H (-4.171, 0.499, -0.794)  0.097
H (-3.715, 0.645, 1.711)  0.113
H (-3.284, 1.989, 0.706)  0.088
H (-1.662, -0.148, 2.092)  0.114
H (-0.833, 0.697, 0.822)  0.075
H (-1.817, 1.871, 3.426)  0.109
H (-0.192, 1.647, 2.850)  0.111
H (-1.394, 4.010, 2.648)  0.111
H (-1.846, 3.399, 1.096)  0.071
H (0.866, 3.948, 2.234)  0.131
H (0.748, 2.700, 0.972)  0.097
H (-0.884, 5.910, 1.523)  0.129
H (0.034, 6.770, 0.332)  0.142
H (-2.919, 5.976, 1.215)  0.140
H (-3.200, 4.705, -0.028)  0.121
H (-5.575, 7.251, 0.264)  0.126
H (-5.174, 5.645, 0.786)  0.121
H (-6.635, 6.403, -1.621)  0.116
H (-5.341, 5.222, -1.909)  0.110
H (-6.594, 3.818, -0.958)  0.070
H (0.320, 5.945, -2.142)  0.147
H (1.539, 4.802, -2.796)  0.079
H (1.120, 3.243, -1.017)  -0.011
H (-1.633, 3.142, -1.037)  0.109
H (-0.501, 2.350, -2.096)  0.080
H (-3.309, 3.954, -2.791)  0.108
C (4.382, 4.240, -0.822)  -0.003
C (3.665, 2.875, -0.633)  -0.413
C (4.610, 1.697, -0.909)  -0.128
C (4.844, 1.386, -2.386)  -0.167
C (3.511, 1.261, -3.120)  -0.125
C (2.638, 2.501, -2.949)  -0.436
N (2.448, 2.807, -1.497)  -0.084
O (1.566, 2.012, -0.989)  -0.016
C (3.277, 3.679, -3.706)  -0.012
C (1.277, 2.279, -3.599)  -0.016
C (3.268, 2.812, 0.838)  -0.023
H (4.037, 4.791, -1.691)  0.062
H (4.189, 4.898, 0.025)  0.072
H (5.463, 4.121, -0.910)  0.094
H (4.197, 0.799, -0.438)  0.122
H (5.563, 1.890, -0.414)  0.123
H (5.473, 2.152, -2.846)  0.107
H (5.396, 0.448, -2.473)  0.113
H (3.681, 1.088, -4.184)  0.127
H (2.977, 0.383, -2.743)  0.125
H (2.711, 4.598, -3.546)  0.070
H (3.272, 3.468, -4.774)  0.100
H (4.314, 3.864, -3.435)  0.076
H (0.778, 1.389, -3.218)  0.093
H (1.407, 2.150, -4.673)  0.109
H (0.622, 3.138, -3.440)  0.039
H (2.519, 3.568, 1.078)  0.036
H (4.152, 3.004, 1.446)  0.114
H (2.873, 1.837, 1.120)  0.092
C (1.635, -9.040, 0.566)  -0.017
C (1.162, -7.671, 1.129)  -0.472
C (2.136, -7.129, 2.184)  -0.138
C (2.008, -7.761, 3.568)  -0.172
C (0.555, -7.731, 4.032)  -0.136
C (-0.387, -8.397, 3.033)  -0.496
N (-0.224, -7.787, 1.675)  -0.081
O (-0.835, -6.652, 1.619)  -0.031
C (-0.115, -9.913, 3.017)  -0.042
C (-1.831, -8.239, 3.488)  -0.042
C (1.182, -6.705, -0.050)  -0.050
H (1.008, -9.871, 0.873)  0.055
H (1.598, -9.044, -0.523)  0.079
H (2.659, -9.268, 0.863)  0.088
H (1.975, -6.052, 2.290)  0.122
H (3.156, -7.250, 1.814)  0.121
H (2.397, -8.782, 3.564)  0.106
H (2.627, -7.205, 4.276)  0.113
H (0.457, -8.227, 5.000)  0.125
H (0.250, -6.691, 4.185)  0.127
H (-0.727, -10.410, 2.263)  0.093
H (-0.375, -10.336, 3.987)  0.088
H (0.926, -10.172, 2.840)  0.063
H (-2.101, -7.197, 3.648)  0.080
H (-1.971, -8.765, 4.432)  0.087
H (-2.520, -8.665, 2.758)  0.093
H (0.438, -6.979, -0.798)  0.094
H (2.167, -6.744, -0.516)  0.093
H (0.998, -5.676, 0.255)  0.064

Properties
Kohn-Sham gap (alpha / beta): 8.8 / 8.0 eV
⟨S²⟩: 2.008
spin multiplicity: 3
lowest unoccupied orbital energy (alpha / beta): 0.3 / -0.8 eV
E: -2391.989758 Ha

This record from the Open Molecules 2025 dataset describes a 5-piece molecular cluster, C39H74NO4 overall in a non-equilibrium geometry. The level of theory is ωB97M-V with the def2-TZVPD basis set.

Last column: Löwdin charge in e.
Positions of all 118 atoms, in Å:
C (6.478, -1.613, 2.722)  0.000
C (5.645, -1.427, 1.481)  -0.500
O (5.648, -0.364, 0.895)  0.067
N (4.924, -2.562, 1.086)  -0.048
C (4.962, -2.832, -0.309)  -0.458
C (4.115, -2.042, -1.269)  -0.012
O (5.665, -3.728, -0.710)  0.080
C (3.524, -2.648, 1.630)  -0.204
C (3.464, -3.887, 2.596)  -0.100
C (4.315, -5.000, 2.099)  -0.541
O (3.857, -5.927, 1.489)  0.093
O (5.656, -4.924, 2.334)  0.051
C (3.154, -1.423, 2.462)  -0.167
C (1.744, -1.575, 3.030)  -0.206
C (1.479, -1.192, 4.346)  -0.052
C (0.201, -1.365, 4.868)  -0.094
C (-0.812, -1.909, 4.087)  -0.076
C (-0.556, -2.288, 2.764)  -0.284
C (-1.695, -2.906, 1.991)  -0.061
C (0.716, -2.116, 2.249)  -0.017
H (6.300, -0.811, 3.435)  0.065
H (7.522, -1.625, 2.415)  0.087
H (6.289, -2.589, 3.154)  0.063
H (3.210, -2.607, -1.467)  0.075
H (4.674, -1.950, -2.196)  0.074
H (3.868, -1.066, -0.868)  0.067
H (2.451, -4.271, 2.639)  0.103
H (3.734, -3.565, 3.618)  0.109
H (6.068, -4.979, 1.456)  0.103
H (3.130, -0.513, 1.863)  0.117
H (3.794, -1.282, 3.353)  0.088
H (2.277, -0.785, 4.952)  0.086
H (0.021, -1.088, 5.900)  0.091
H (-1.793, -2.064, 4.517)  0.099
H (-1.338, -3.331, 1.057)  0.073
H (-2.099, -3.735, 2.567)  0.073
H (-2.474, -2.166, 1.825)  0.066
H (0.966, -2.403, 1.236)  0.114
C (6.899, 0.416, 9.901)  -0.117
C (6.904, -0.943, 9.206)  -0.273
C (7.387, -0.884, 7.758)  -0.229
C (6.526, -0.030, 6.826)  -0.226
C (5.058, -0.446, 6.746)  -0.262
C (4.857, -1.856, 6.198)  -0.103
H (6.221, 1.117, 9.410)  0.064
H (6.573, 0.318, 10.938)  0.065
H (7.899, 0.855, 9.904)  0.072
H (5.904, -1.382, 9.253)  0.097
H (7.560, -1.618, 9.762)  0.101
H (7.450, -1.902, 7.365)  0.102
H (8.410, -0.492, 7.741)  0.107
H (6.961, -0.071, 5.822)  0.102
H (6.583, 1.019, 7.133)  0.100
H (4.536, 0.261, 6.096)  0.102
H (4.586, -0.361, 7.730)  0.097
H (5.283, -1.945, 5.199)  0.045
H (3.793, -2.090, 6.128)  0.060
H (5.320, -2.610, 6.837)  0.071
C (-0.891, -0.215, -0.588)  -0.102
C (-1.628, 1.041, -1.039)  -0.264
C (-3.056, 1.132, -0.502)  -0.225
C (-3.984, 0.004, -0.957)  -0.226
C (-4.124, -0.140, -2.471)  -0.269
C (-4.726, 1.090, -3.143)  -0.110
H (-1.367, -1.127, -0.954)  0.068
H (0.125, -0.202, -0.985)  0.075
H (-0.818, -0.297, 0.498)  0.067
H (-1.628, 1.094, -2.132)  0.096
H (-1.074, 1.918, -0.692)  0.105
H (-3.484, 2.098, -0.791)  0.092
H (-3.024, 1.134, 0.591)  0.110
H (-4.975, 0.174, -0.523)  0.108
H (-3.636, -0.946, -0.542)  0.096
H (-4.764, -1.002, -2.679)  0.103
H (-3.154, -0.364, -2.922)  0.096
H (-5.716, 1.312, -2.738)  0.076
H (-4.832, 0.926, -4.218)  0.056
H (-4.095, 1.970, -3.007)  0.051
C (-5.940, 8.380, -1.558)  -0.114
C (-6.217, 7.649, -2.869)  -0.273
C (-6.337, 6.135, -2.706)  -0.230
C (-5.077, 5.439, -2.189)  -0.227
C (-3.826, 5.656, -3.040)  -0.264
C (-3.957, 5.108, -4.458)  -0.105
H (-4.991, 8.073, -1.117)  0.065
H (-5.891, 9.458, -1.721)  0.067
H (-6.731, 8.187, -0.831)  0.074
H (-5.436, 7.891, -3.595)  0.097
H (-7.153, 8.026, -3.290)  0.102
H (-6.627, 5.698, -3.666)  0.100
H (-7.160, 5.916, -2.018)  0.109
H (-5.277, 4.365, -2.122)  0.100
H (-4.870, 5.768, -1.167)  0.102
H (-2.986, 5.160, -2.548)  0.104
H (-3.571, 6.719, -3.078)  0.097
H (-4.170, 4.037, -4.439)  0.060
H (-3.030, 5.255, -5.013)  0.070
H (-4.754, 5.605, -5.015)  0.065
C (-2.388, 0.526, -7.098)  -0.107
C (-3.275, -0.203, -8.104)  -0.269
C (-4.419, -0.977, -7.452)  -0.230
C (-3.981, -2.097, -6.507)  -0.230
C (-3.085, -3.163, -7.135)  -0.267
C (-3.759, -3.930, -8.270)  -0.114
H (-1.898, -0.168, -6.413)  0.067
H (-1.605, 1.086, -7.610)  0.069
H (-2.973, 1.233, -6.505)  0.067
H (-2.664, -0.873, -8.716)  0.097
H (-3.704, 0.532, -8.792)  0.102
H (-5.061, -1.390, -8.236)  0.099
H (-5.046, -0.276, -6.890)  0.103
H (-4.877, -2.580, -6.105)  0.109
H (-3.464, -1.664, -5.646)  0.094
H (-2.795, -3.872, -6.356)  0.106
H (-2.157, -2.713, -7.497)  0.099
H (-4.668, -4.423, -7.919)  0.073
H (-3.092, -4.699, -8.664)  0.068
H (-4.026, -3.273, -9.099)  0.063

Properties
energy relative to the best compared isomer or geometry (same formula, charge and spin): 0.0 kcal per mole
Kohn-Sham gap: 4.9 eV
lowest unoccupied orbital energy: 2.1 eV
charge: -1
E: -1886.148134 Ha